Record 1
Below is a molecular structure, C16H15F6N3O7RuS2 in a non-equilibrium geometry, with properties calculated with ωB97M-V with the def2-TZVPD basis set.

The charge is +1. The lowest unoccupied orbital energy (spin up / spin down) comes out at -3.515 / -4.890 eV. As for the expectation value of S²: 8.76. The value obtained for the orbital gap (spin up / spin down) is 0.30825 / 0.28263 Eh. The multiplicity is 6.

Cartesian coordinates (Å):
Ru -0.67773 -0.22535 0.38585
F -4.69643 2.05005 3.02045
C -3.61933 2.53735 2.43675
F -3.98243 3.26335 1.38315
F -2.97933 3.32345 3.28695
S -2.44433 1.18165 1.88965
O -3.04443 0.42345 0.82315
O -1.25703 1.89675 1.45865
N -2.24463 0.35325 3.21295
S -1.16173 -0.76685 3.01305
O -1.55613 -1.81595 2.09685
O 0.15697 -0.25385 2.70045
C -1.01333 -1.47705 4.74885
F -0.64483 -0.50495 5.56515
F -0.08353 -2.42735 4.77765
F -2.16023 -1.98635 5.15445
C 1.21317 -2.14625 -2.50485
C -0.12083 -2.63455 -2.03535
C -0.75133 -3.80175 -2.72625
O -0.24403 -2.57625 -0.66695
C -1.30013 -1.13545 -2.66595
O -1.07693 -0.99845 -3.80605
O -1.88943 -0.83835 -1.67555
H 1.97757 -2.89845 -2.30025
H 1.46897 -1.23015 -1.97445
H 1.19997 -1.95665 -3.57395
H -0.17993 -4.70925 -2.50075
H -0.74873 -3.65635 -3.80525
H -1.77893 -3.96435 -2.40045
H -1.06423 -3.00085 -0.35635
C 3.72857 -0.81495 1.02845
C 4.33807 0.22765 0.34615
C 3.55767 1.11895 -0.37565
C 2.17157 0.95925 -0.38275
N 1.61727 -0.09025 0.23705
C 2.35137 -0.94805 0.92325
C 1.22287 1.88465 -1.03035
C 1.55367 3.15905 -1.48445
C 0.55977 3.96825 -2.01325
C -0.74233 3.49725 -2.07135
C -0.99413 2.21035 -1.61825
N -0.03733 1.44185 -1.12695
H 4.29887 -1.51145 1.62295
H 5.41147 0.34605 0.38075
H 4.02267 1.92035 -0.92595
H 1.81687 -1.76305 1.39725
H 2.56237 3.52635 -1.39915
H 0.80007 4.96335 -2.35485
H -1.54663 4.09865 -2.46195
H -1.98923 1.78135 -1.65235

***

Record 2
Below is 2 unconnected molecules or ions with the total composition C3H5N4O3 in a non-equilibrium geometry, with properties calculated with ωB97M-V with the def2-TZVPD basis set.

The charge is +1. The lowest unoccupied orbital energy (spin up / spin down) comes out at -4.897 / -4.896 eV. The value obtained for the orbital gap (spin up / spin down) is 0.37014 / 0.37016 Eh.

Cartesian coordinates (Å):
C -0.01283 0.38689 -0.29158
C 2.37466 0.84035 -0.39785
C -4.25300 -0.56369 0.08364
N 0.37183 -0.97784 -0.92751
N 2.59762 -0.34034 -0.06919
N -0.12482 0.08573 1.04245
N 1.29702 -1.57897 -1.01774
O -5.29319 -1.04505 -0.09637
O 1.08933 1.19976 -0.58605
O -3.20038 -0.09068 0.19873
H -0.85341 0.82717 -0.86144
H 3.12384 1.65373 -0.31286
H 3.31898 -0.93306 0.14985
H -1.01651 -0.05261 1.41972
H 0.58085 0.58862 1.66622

***

Record 3
Below is 2 unconnected molecules or ions with the total composition C2H2N2O3 in a non-equilibrium geometry, with properties calculated with ωB97M-V with the def2-TZVPD basis set.

The lowest unoccupied orbital energy (spin up / spin down) comes out at -0.531 / -0.531 eV. The value obtained for the orbital gap (spin up / spin down) is 0.33024 / 0.33028 Eh.

Cartesian coordinates (Å):
C 1.96124 -0.00404 0.15394
C -1.92944 -0.53349 -0.53936
N 0.60387 0.07683 0.17136
N -0.43401 0.60081 0.29901
O -0.74177 1.65057 0.77060
O 2.77741 0.17536 -0.71110
O -2.97778 -0.55533 -0.00977
H 2.33951 -0.30965 1.27760
H -1.59902 -1.10105 -1.41229

***

Record 4
Below is a molecular structure, C51H39BrN4O4W in a non-equilibrium geometry, with properties calculated with ωB97M-V with the def2-TZVPD basis set.

The charge is +2. The lowest unoccupied orbital energy comes out at -6.172 eV. The value obtained for the orbital gap is 0.24238 Eh.

Cartesian coordinates (Å):
W 0.40682 0.43542 -0.28840
O -0.80836 0.27476 1.09893
C -2.05314 0.76583 1.57952
C -2.81328 1.40168 0.40454
C -2.73432 0.64551 -0.90302
C -3.87431 0.65501 -1.69519
C -3.89382 -0.03770 -2.88810
C -2.82075 -0.86227 -3.17431
C -1.72571 -0.88752 -2.33115
C -0.80265 -2.07268 -2.39777
C 0.69402 -1.81573 -2.48722
O 0.93456 -0.99020 -1.33061
C 1.10495 -1.14296 -3.79046
C 0.37266 -1.33885 -4.95873
C 0.78928 -0.78097 -6.15838
C 1.95317 -0.02943 -6.21546
C 2.70798 0.14216 -5.06589
C 2.28806 -0.41824 -3.86899
C 1.48703 -3.11330 -2.28664
C 2.87981 -3.06623 -2.29038
C 3.63360 -4.20860 -2.08145
C 3.00758 -5.43123 -1.87777
C 1.62482 -5.49468 -1.89112
C 0.86932 -4.34479 -2.09124
N -1.61563 -0.02034 -1.29016
C -1.71335 1.76378 2.68919
C -1.92506 3.13345 2.60199
C -1.47713 3.98696 3.60699
C -0.80996 3.47950 4.70817
C -0.60340 2.10750 4.81073
C -1.05343 1.26231 3.81204
C -2.87451 -0.41931 2.08540
C -3.80011 -0.25851 3.11113
C -4.59917 -1.32161 3.50725
C -4.48605 -2.55498 2.88335
C -3.57526 -2.71954 1.84988
C -2.77779 -1.65556 1.45188
H -2.48959 2.42507 0.24797
H -3.86623 1.45707 0.67954
H -4.74403 1.20153 -1.35807
H -4.75664 0.00076 -3.53928
H -2.85119 -1.53394 -4.02056
H -1.12749 -2.72372 -3.20465
H -0.96803 -2.61682 -1.46317
H -0.52073 -1.94892 -4.96121
H 0.20430 -0.94606 -7.05325
H 2.27733 0.40290 -7.15217
H 3.63456 0.70020 -5.10033
H 2.91542 -0.31365 -2.99374
H 3.39099 -2.13335 -2.47813
H 4.71406 -4.14431 -2.09405
H 3.59395 -6.32843 -1.73215
H 1.12190 -6.44281 -1.75411
H -0.20699 -4.44397 -2.09950
H -2.46149 3.57345 1.77153
H -1.66789 5.04971 3.53023
H -0.47006 4.14236 5.49295
H -0.10467 1.69759 5.67965
H -0.89583 0.19317 3.89908
H -3.89877 0.69881 3.60777
H -5.31061 -1.18504 4.31063
H -5.10757 -3.38244 3.19751
H -3.48970 -3.67488 1.34798
H -2.07274 -1.78713 0.64028
C -1.02956 4.46693 -1.64134
C -0.92230 3.10590 -1.39907
N -0.17512 2.58919 -0.42380
C 0.54592 3.45251 0.34247
C 0.48561 4.84146 0.17492
C -0.32631 5.34551 -0.85096
C 1.25235 5.69137 1.03946
C 2.01428 5.16730 2.01851
C 2.09749 3.74672 2.20335
C 2.83820 3.16253 3.24326
C 2.80071 1.80354 3.39516
C 2.09623 1.03140 2.46948
N 1.46357 1.53770 1.42336
C 1.40555 2.89410 1.33617
H -1.65746 4.81289 -2.44955
H -1.44120 2.39897 -2.03082
H -0.38123 6.41275 -1.02440
H 1.19719 6.76118 0.88686
H 2.57936 5.80587 2.68480
H 3.40539 3.78596 3.92268
H 3.31381 1.31227 4.20917
H 2.05573 -0.03828 2.58539
O 3.17921 -5.06195 2.22159
C 2.57606 -3.91910 1.89754
C 1.24715 -3.62134 2.19675
C 0.73308 -2.40918 1.78955
N 1.44295 -1.49949 1.11164
C 2.71845 -1.79716 0.87020
Br 3.72110 -0.42858 0.00986
C 3.34261 -2.96386 1.22565
H 2.59333 -5.65606 2.70780
H 0.62245 -4.32095 2.73686
H -0.29483 -2.14284 2.00046
H 4.38061 -3.15563 0.99809
O 1.94049 2.32641 -2.38870
C 1.42034 1.55613 -1.73169

***

Record 5
Below is 6 unconnected molecules or ions with the total composition C20H44B2IO14PS5 in a non-equilibrium geometry, with properties calculated with ωB97M-V with the def2-TZVPD basis set.

As for the SMILES: OB(O)B(I)P(O)O.O=S1(=O)CCCC1.O=S1(=O)CCCC1.O=S1(=O)CCCC1.O=S1(=O)CCCC1.O=S1(=O)CCCC1. The lowest unoccupied orbital energy comes out at -0.472 eV. The value obtained for the orbital gap is 0.24989 Eh.

Cartesian coordinates (Å):
O 2.57852 -1.60814 0.61331
B 2.39879 -0.48642 -0.19520
O 3.31638 0.58304 -0.13708
B 1.17473 -0.31188 -1.31604
I 1.57858 -1.07503 -3.29996
P -0.55055 0.49607 -1.09209
O -0.55666 1.72157 0.04241
O -1.75783 -0.63030 -0.81423
H 1.71957 -2.04623 0.73248
H 2.92165 1.28287 0.40021
H 0.22588 1.71767 0.61902
H -1.96515 -0.73937 0.13233
O -1.42448 1.44047 -4.59515
S -1.40185 2.74390 -3.98452
O -0.22903 3.26148 -3.32170
C -1.96278 3.94279 -5.18949
C -3.47628 3.97990 -5.00975
C -3.71631 3.97552 -3.49580
C -2.81719 2.89102 -2.89090
H -1.65423 3.63475 -6.18645
H -1.51273 4.90344 -4.93654
H -3.91412 4.85692 -5.48673
H -3.92759 3.09091 -5.45763
H -3.44645 4.95062 -3.08226
H -4.76401 3.79667 -3.25381
H -2.47236 3.16009 -1.89463
H -3.31870 1.92488 -2.86148
O 5.43882 1.75643 -2.65760
S 4.43792 2.68565 -2.19330
O 3.38874 2.28447 -1.29626
C 5.26653 4.12345 -1.52210
C 5.44425 5.05039 -2.71975
C 4.12050 4.99312 -3.49203
C 3.72277 3.51780 -3.61503
H 6.20765 3.82663 -1.06306
H 4.60752 4.56728 -0.77532
H 5.68694 6.06601 -2.40632
H 6.25748 4.68907 -3.35454
H 3.35181 5.53640 -2.93685
H 4.20575 5.45953 -4.47367
H 2.64135 3.38621 -3.59967
H 4.13892 3.06461 -4.51416
O 5.71894 -1.01798 3.02577
S 5.88622 -1.00882 1.59094
O 4.83221 -0.58417 0.70284
C 7.38000 -0.10392 1.19894
C 8.48297 -1.15663 1.23310
C 7.90806 -2.38661 0.52188
C 6.49699 -2.61901 1.07408
H 7.52628 0.69629 1.92197
H 7.26172 0.31073 0.19677
H 9.39264 -0.79851 0.75060
H 8.72638 -1.40926 2.26850
H 7.85550 -2.19363 -0.55240
H 8.53621 -3.26620 0.66564
H 5.82894 -3.02766 0.31884
H 6.51115 -3.26918 1.94823
O -4.30176 -4.04358 2.82338
S -2.99519 -3.53569 2.47960
O -2.61234 -2.16765 2.73657
C -1.76181 -4.62482 3.17777
C -1.54021 -5.68165 2.10021
C -1.48827 -4.91799 0.77184
C -2.66183 -3.93200 0.76361
H -2.12280 -5.03672 4.11799
H -0.85799 -4.03842 3.34635
H -0.62616 -6.24756 2.27802
H -2.37652 -6.38518 2.08899
H -0.54543 -4.36930 0.70465
H -1.53565 -5.59113 -0.08358
H -2.41725 -3.01845 0.22512
H -3.55901 -4.38246 0.34131
O -10.00371 -1.69409 3.05857
S -8.97030 -0.81657 3.54852
O -9.09593 0.61795 3.48451
C -8.56729 -1.29328 5.22464
C -7.47501 -2.34584 5.06527
C -6.53384 -1.81045 3.98064
C -7.40477 -1.31115 2.82306
H -9.45796 -1.66750 5.72552
H -8.19008 -0.40915 5.73937
H -6.95089 -2.52311 6.00439
H -7.91328 -3.29249 4.73877
H -5.94808 -0.98068 4.38498
H -5.83142 -2.57130 3.64351
H -6.95782 -0.45631 2.31982
H -7.60440 -2.10313 2.10221

***

Calculated total energy per entry: -76186.4134; -15285.7189; -11223.0210; -139528.5236; -123035.4877 eV